# C4H10O6

2 unconnected molecules or ions with the total composition C4H10O6 at a distorted geometry (the ωB97M-V functional and the def2-TZVPD basis, OMol25).

```
20
Properties=species:S:1:pos:R:3:forces:R:3
C -3.18603 -2.18825 0.13232 0.182 0.059 0.129
C -1.81517 -1.66456 -0.25162 0.211 0.058 -0.053
O -1.77906 -0.25208 -0.03542 1.109 -0.013 0.396
C -0.45324 0.27464 0.10272 -1.816 1.789 -1.548
C -0.63835 1.86830 0.42464 0.338 -0.444 0.093
O -1.68062 2.23084 -0.38400 -0.787 1.528 -0.768
O 0.25530 0.00188 1.10789 1.312 -1.709 1.329
O 3.68908 0.20649 -0.69562 -1.579 -1.214 -0.801
O 2.65223 -0.23828 -1.28703 0.874 -0.239 0.509
O 2.46592 -1.78171 -1.19062 0.991 1.761 0.501
H -3.23064 -3.26219 -0.07110 -0.058 0.105 0.041
H -3.35854 -2.01885 1.19884 -0.060 -0.048 -0.135
H -3.97332 -1.68624 -0.43751 0.139 -0.050 0.062
H -1.02229 -2.13382 0.35656 -0.298 -0.036 -0.245
H -1.63010 -1.86540 -1.31962 0.132 -0.017 0.220
H 0.03900 0.37509 -0.90488 -0.129 -0.615 0.491
H -0.88416 1.99892 1.48783 0.298 -0.131 -0.206
H 0.32172 2.32947 0.13441 -0.307 -0.162 0.345
H -1.70590 3.20130 -0.37754 -0.236 -0.330 -0.162
H 3.18236 -1.91758 -0.53444 -0.318 -0.289 -0.199
```
Forces are in eV/Å.

Values from the calculation:
HOMO energy (spin up / spin down) = -10.032 / -9.819 eV
E_LUMO (spin up / spin down) = -1.394 / -1.393 eV
Relative energy (zero: lowest compared OMol25 entry of this formula, charge and spin) = 10.205 eV

***

# CH2N2O3

A single CH2N2O3 molecule at a distorted geometry (the ωB97M-V functional and the def2-TZVPD basis, OMol25).

```
8
Properties=species:S:1:pos:R:3:forces:R:3
C 0.00347 -0.01401 0.05505 1.846 -1.334 -1.970
N 1.56760 0.46617 1.53041 -1.223 1.448 1.449
N 2.81227 0.11041 1.99335 -0.863 -0.515 -0.822
O 3.41458 -0.78086 1.46464 0.944 -1.106 -0.626
O 3.15416 0.76709 2.93638 0.324 0.580 0.701
O 1.18556 -0.23411 0.44134 0.050 0.387 -0.056
H -0.09907 -0.33073 -0.97220 -0.491 -0.409 0.074
H -0.74258 0.52552 0.54669 -0.587 0.950 1.251
```
Forces are in eV/Å.

Values from the calculation:
HOMO energy (spin up / spin down) = -9.888 / -9.884 eV
E_LUMO (spin up / spin down) = -1.728 / -1.732 eV
Relative energy (zero: lowest compared OMol25 entry of this formula, charge and spin) = 5.665 eV

***

# C25H53BN4O4

3 unconnected molecules or ions with the total composition C25H53BN4O4 at a distorted geometry (the ωB97M-V functional and the def2-TZVPD basis, OMol25).

```
87
Properties=species:S:1:pos:R:3:forces:R:3
N 1.46387 -1.20858 1.03183 -0.195 -0.385 0.127
C 0.44145 -0.23188 1.40616 0.213 -0.064 -0.676
C -0.07008 0.53577 0.18152 0.312 0.848 1.072
C -0.63614 1.92271 0.58004 -0.995 -0.726 -0.749
C -2.15582 2.08205 0.20320 0.067 0.049 0.758
B -2.94667 1.92383 1.55407 -0.328 0.026 0.249
N -3.28543 3.07984 2.39922 0.136 -0.256 -0.820
C -3.37398 0.48748 2.07638 0.330 0.368 -0.301
C -4.41013 -0.21114 1.17107 0.745 0.142 0.604
C -4.58515 -1.65205 1.58793 2.843 1.813 -0.682
O -5.61576 -2.14859 1.72066 -4.361 -1.982 0.653
O -3.47949 -2.37159 1.85855 0.925 -0.377 -0.338
H 1.38657 -2.02728 1.62032 0.139 -0.061 0.025
H 2.39552 -0.85145 1.19881 -0.012 0.073 -0.034
H -0.39896 -0.74816 1.85843 -0.078 -0.149 0.294
H 0.82324 0.48257 2.13159 -0.003 0.140 0.232
H 0.77927 0.71589 -0.46003 0.243 -0.214 -0.386
H -0.80788 -0.04406 -0.35580 -0.080 -0.219 -0.236
H -0.09654 2.68227 0.03476 0.238 0.325 0.097
H -0.50292 2.08551 1.64376 0.249 0.165 0.280
H -2.27831 3.06711 -0.22870 -0.279 0.097 -0.373
H -2.40955 1.30145 -0.49955 -0.071 0.064 -0.480
H -3.44097 3.88751 1.80669 0.427 0.297 0.185
H -2.54722 3.29858 3.05952 -0.370 0.027 0.372
H -2.47556 -0.12155 2.16017 0.182 -0.166 -0.050
H -3.79569 0.55288 3.07029 -0.070 0.007 0.351
H -4.15639 -0.15450 0.11646 0.142 -0.030 -0.233
H -5.37302 0.25481 1.31537 -0.313 0.091 -0.158
H -2.71055 -1.98598 1.41842 0.023 0.077 0.257
C -3.03638 1.31987 -5.44843 0.240 0.123 -0.305
C -3.59670 2.23186 -4.33106 0.195 -1.621 -0.881
C -4.99784 2.73483 -4.69476 -0.193 0.523 -0.033
C -4.99799 3.82295 -5.76194 0.028 -0.026 0.042
C -4.09509 4.97727 -5.33739 -0.466 -0.209 0.136
C -2.67402 4.52409 -5.00354 1.096 0.441 -1.597
N -2.66138 3.36825 -4.05061 -1.874 0.897 0.578
O -2.90002 3.82734 -2.87208 0.581 -0.224 0.732
C -1.93908 4.17860 -6.31737 -0.086 -0.198 -0.165
C -1.88743 5.69862 -4.42410 -0.054 0.038 0.570
C -3.73098 1.29386 -3.13283 0.008 0.375 0.625
H -3.84594 0.80166 -5.96445 -0.047 -0.018 0.105
H -2.45516 1.83146 -6.20737 -0.101 0.081 0.015
H -2.37227 0.56067 -5.03338 -0.028 0.037 0.097
H -5.48541 3.12847 -3.79661 0.151 0.033 0.060
H -5.61088 1.89423 -5.02506 0.132 -0.116 0.053
H -4.68045 3.41020 -6.72399 0.045 0.008 0.015
H -6.01533 4.19182 -5.90886 0.008 -0.020 -0.019
H -4.05973 5.72628 -6.13168 0.182 0.017 0.022
H -4.54050 5.47083 -4.46772 0.096 -0.066 0.083
H -1.00176 3.65642 -6.11984 -0.031 -0.032 0.028
H -1.69543 5.09096 -6.86178 -0.028 0.093 0.143
H -2.53736 3.58378 -7.00521 0.031 -0.065 0.058
H -2.37085 6.13239 -3.55047 0.025 -0.145 0.054
H -1.80508 6.49032 -5.16823 -0.050 -0.108 -0.130
H -0.87747 5.39368 -4.14462 -0.023 -0.026 0.020
H -2.75861 0.93894 -2.78839 0.037 0.067 -0.061
H -4.32443 0.42347 -3.41609 0.037 0.031 -0.209
H -4.23677 1.76326 -2.28875 0.080 0.096 -0.030
C 4.50532 -5.94930 3.66506 0.134 -0.045 0.335
C 4.42339 -4.60722 2.89827 -0.234 -1.913 0.136
C 5.65666 -4.41446 2.00988 0.395 0.450 0.012
C 6.91423 -4.04071 2.78697 -0.070 0.020 0.001
C 6.65424 -2.80351 3.64399 0.052 -0.149 -0.523
C 5.45317 -2.97122 4.57532 0.744 -0.366 1.743
N 4.24183 -3.46471 3.84452 1.051 0.863 -1.540
O 3.71904 -2.48159 3.20753 -0.952 0.481 0.111
C 5.84535 -3.92401 5.72595 0.055 -0.265 -0.053
C 5.15150 -1.64272 5.26650 -0.366 0.327 -0.318
C 3.20929 -4.77565 1.98642 -0.271 0.598 -0.108
H 5.06626 -6.68808 3.09067 -0.058 0.040 -0.092
H 4.97150 -5.88961 4.64188 0.087 0.079 -0.063
H 3.50917 -6.35740 3.84046 -0.038 0.083 -0.063
H 5.45538 -3.62621 1.27671 -0.112 0.061 0.105
H 5.83396 -5.32316 1.43205 -0.157 -0.071 0.061
H 7.24446 -4.88237 3.40269 -0.033 0.017 0.035
H 7.72858 -3.83532 2.08894 0.001 -0.022 0.014
H 7.54253 -2.57431 4.23679 -0.103 0.031 0.146
H 6.49472 -1.94541 2.98321 -0.139 -0.010 0.024
H 4.96882 -4.23874 6.29405 -0.017 -0.014 -0.046
H 6.51825 -3.41844 6.41857 -0.047 0.155 -0.071
H 6.38644 -4.80735 5.39188 -0.089 -0.028 -0.020
H 4.98064 -0.83422 4.55749 -0.119 -0.096 -0.041
H 5.99805 -1.34882 5.88610 0.072 -0.157 -0.010
H 4.27571 -1.72705 5.91217 -0.012 -0.013 -0.037
H 2.28881 -4.85560 2.56696 0.028 0.015 0.033
H 3.31924 -5.69024 1.40301 0.113 -0.068 0.112
H 3.09604 -3.95246 1.28147 0.033 0.030 0.070
```
Forces are in eV/Å.

Values from the calculation:
HOMO energy (spin up / spin down) = -8.635 / -9.091 eV
E_LUMO (spin up / spin down) = 0.624 / 0.124 eV
Relative energy (zero: lowest compared OMol25 entry of this formula, charge and spin) = 0.937 eV
2S+1 = 3

***

# C5H8ClNS

A molecular structure, C5H8ClNS at a distorted geometry (the ωB97M-V functional and the def2-TZVPD basis, OMol25).

```
16
Properties=species:S:1:pos:R:3:forces:R:3
C -0.07813 0.29449 -1.04472 2.361 -0.607 -2.184
C 1.27062 0.25299 -0.20942 0.180 2.338 0.941
C 0.04729 -1.48015 0.55601 -5.241 1.833 2.981
C -0.85605 -0.34693 -0.02778 -2.039 -3.800 1.280
C -0.47952 0.35396 1.22761 1.194 -2.462 0.829
H 0.21907 2.31155 -1.99501 -0.814 0.136 0.320
H 0.06457 -0.25517 -2.02409 -0.453 0.335 1.181
H 2.08041 -0.19220 -0.79420 -0.134 -0.405 0.556
H 1.63245 1.25031 0.22928 -0.473 -1.009 -1.473
H -0.57934 -1.95863 1.37152 1.001 0.246 -0.798
H 0.44373 -2.14675 -0.02824 2.522 -3.711 -3.393
H -0.90498 -0.04730 2.12868 -0.618 0.313 0.281
H -0.29219 1.34437 1.15004 -0.109 3.255 0.402
N 0.79905 -0.39896 1.03467 3.311 0.865 1.390
S -0.85353 1.81723 -1.29493 0.465 2.533 -1.672
Cl -2.51345 -0.79881 -0.27942 -1.152 0.142 -0.642
```
Forces are in eV/Å.

Values from the calculation:
HOMO energy = -8.753 eV
E_LUMO = 0.716 eV
Relative energy (zero: lowest compared OMol25 entry of this formula, charge and spin) = 2.548 eV

***

# C6H13O4

2 unconnected molecules or ions with the total composition C6H13O4 at a distorted geometry (the ωB97M-V functional and the def2-TZVPD basis, OMol25).

```
23
Properties=species:S:1:pos:R:3:forces:R:3
C -1.46280 2.41436 1.40680 0.384 0.033 -0.162
O -1.88539 1.38224 2.26279 -0.276 0.212 0.246
C -1.80115 0.11673 1.68408 0.896 -0.252 -1.057
C -2.40726 -0.93184 2.54159 -0.340 -0.047 0.940
O -2.62025 -0.84412 3.73348 0.067 -0.106 -0.866
H -1.58986 3.36318 1.94225 -0.014 -0.254 -0.100
H -0.40051 2.29637 1.13119 -0.270 -0.006 0.033
H -2.06479 2.43652 0.48222 0.088 0.013 0.137
H -0.72435 -0.18907 1.46495 -0.593 0.072 0.146
H -2.31900 0.05923 0.68994 0.175 0.199 0.500
H -2.69789 -1.84684 1.97670 0.238 0.007 0.149
O 1.57968 -0.90404 0.96042 -0.270 -0.309 -0.616
C 1.77355 -1.71880 -0.11408 -0.137 0.450 0.981
C 1.38899 -1.11757 -1.46509 -0.295 -0.227 -0.051
O 2.22874 -0.03177 -1.79324 0.215 0.365 -0.329
C 1.86904 0.59782 -2.99081 -0.038 -0.126 0.187
H 1.17641 -2.67181 -0.06361 -0.022 -0.049 -0.126
H 2.83281 -2.07174 -0.21649 -0.012 0.049 -0.127
H 0.33663 -0.77258 -1.42769 0.167 -0.001 0.062
H 1.45932 -1.89282 -2.25587 0.039 0.079 -0.007
H 2.56859 1.42464 -3.16696 -0.127 -0.162 0.042
H 1.91762 -0.10189 -3.84554 -0.032 0.122 0.072
H 0.84186 1.00379 -2.93704 0.159 -0.060 -0.055
```
Forces are in eV/Å.

Values from the calculation:
HOMO energy = -2.646 eV
E_LUMO = 3.490 eV
Relative energy (zero: lowest compared OMol25 entry of this formula, charge and spin) = 3.883 eV
Net charge = -1

***

# C2H4O2Rb

A molecular structure, C2H4O2Rb at a distorted geometry (the ωB97M-V functional and the def2-TZVPD basis, OMol25).

```
9
Properties=species:S:1:pos:R:3:forces:R:3
O 0.95568 -0.84313 -0.24058 0.507 0.822 -0.250
H 1.89817 -0.98624 -0.36659 -0.048 -0.448 0.041
O -1.57901 -0.59084 0.04644 -0.272 0.133 0.350
Rb -0.03680 1.89180 0.12626 0.006 -0.197 -0.025
H -2.53333 -0.56369 0.15991 -0.109 -0.317 0.078
C -1.07589 -1.87713 0.05646 0.086 1.531 1.810
C 0.26815 -2.00182 -0.02445 -1.844 -1.707 -2.695
H 0.18979 -2.82748 -0.85022 1.769 0.271 1.659
H -1.69026 -2.66167 0.49751 -0.095 -0.089 -0.966
```
Forces are in eV/Å.

Values from the calculation:
HOMO energy = -12.241 eV
E_LUMO = -3.799 eV
Relative energy (zero: lowest compared OMol25 entry of this formula, charge and spin) = 0.000 eV
Net charge = +1